# 1
ORCA calculation (ωB97M-V with the def2-TZVPD basis set) on a molecular structure, C21H64F5N3O24S3Y.

CARTESIAN COORDINATES (ANGSTROEM)
Y  -0.0108  -2.2652  -2.6445
C  4.1437  0.2897  -4.3854
F  5.0838  0.4900  -3.4783
F  3.2442  1.3362  -4.3709
F  4.6407  0.2395  -5.6640
S  3.3685  -1.5165  -4.0777
O  2.1229  -1.3905  -3.3090
O  3.0777  -2.0831  -5.3824
O  4.4252  -2.2268  -3.3601
N  -0.0794  -0.3927  -1.4500
S  0.3776  1.0736  -1.6941
O  1.8229  1.2062  -1.6252
O  -0.4851  2.2253  -1.4049
F  0.2991  0.9907  -3.3303
S  -0.5012  -0.0792  0.2122
O  -1.8454  0.2740  0.5389
O  0.6013  0.4797  0.9601
F  -0.4174  -1.6094  0.5969
O  -1.2111  -3.6172  -1.1563
H  -1.1022  -4.5056  -0.8171
H  -1.9159  -3.2431  -0.6275
O  -2.3263  -1.8700  -2.9700
H  -2.6299  -1.1013  -2.4871
H  -3.0908  -2.1572  -3.4692
O  1.5487  -2.8952  -0.8642
H  2.0477  -2.2471  -0.3670
H  1.8335  -3.7387  -0.5125
C  -1.3167  6.6462  -1.7270
C  -1.5756  5.8552  -0.4024
O  -2.0934  4.5725  -0.6115
O  -0.4218  5.8883  -2.6419
H  -0.8291  7.5976  -1.5142
H  -2.2491  6.8413  -2.2568
H  -2.3641  6.3916  0.1256
H  -0.7616  5.8639  0.3224
H  -1.4173  4.2259  -1.1983
H  -0.5499  6.1685  -3.5511
C  -0.9771  -1.3151  3.5848
C  0.4869  -0.8495  4.0583
O  1.1284  -1.9605  4.7147
O  -1.8708  -1.3335  4.7068
H  -0.9191  -2.3162  3.1576
H  -1.4066  -0.5432  2.9463
H  0.3326  0.0772  4.6110
H  1.1567  -0.6505  3.2217
H  1.9688  -1.6015  5.0089
H  -1.5031  -1.9134  5.3777
C  -0.3196  3.2238  2.4379
C  1.1822  3.0465  2.7471
O  1.4063  2.6323  4.0784
O  -0.9201  4.2615  3.2205
H  -0.7991  2.2684  2.6511
H  -0.4241  3.4165  1.3702
H  1.7319  3.9821  2.6436
H  1.6273  2.3333  2.0533
H  1.1042  3.3534  4.6355
H  -1.2322  3.8642  4.0368
C  2.8316  5.9549  -1.2328
C  2.7227  4.4239  -1.0635
O  2.8876  4.1740  0.3000
O  4.1510  6.3577  -0.9482
H  2.1012  6.5548  -0.6900
H  2.7279  6.1812  -2.2940
H  3.3972  3.9253  -1.7595
H  1.7426  3.9953  -1.2731
H  3.8385  4.1754  0.4317
H  3.9944  7.1516  -0.4316
C  0.1038  -5.0733  2.8539
C  1.2409  -4.1439  2.2098
O  1.6642  -4.8500  1.0759
O  0.6328  -6.3846  3.2280
H  -0.8426  -5.1268  2.3158
H  -0.2477  -4.6821  3.8086
H  2.0464  -4.1131  2.9434
H  1.0017  -3.1170  1.9335
H  2.0686  -5.6356  1.4511
H  0.7632  -6.3476  4.1784
C  -3.6712  2.1872  -3.2352
C  -4.7186  1.4683  -2.3765
O  -4.1605  0.1479  -2.1717
O  -3.5569  1.5633  -4.4920
H  -2.7208  2.2284  -2.7031
H  -4.0374  3.2082  -3.3422
H  -5.6770  1.3042  -2.8690
H  -4.8526  2.0009  -1.4350
H  -4.9004  -0.3674  -1.8421
H  -4.4493  1.4448  -4.8253
C  4.5429  0.3233  0.6302
C  4.2181  -1.0839  0.1567
C  5.2798  -2.2842  0.3044
O  5.8180  -2.1179  1.6496
C  6.6414  -3.2194  1.9562
N  2.9511  -1.4091  0.8579
H  5.5289  0.7483  0.4422
H  4.4473  0.4056  1.7129
H  3.8150  0.9611  0.1288
H  4.0452  -1.0688  -0.9194
H  6.0916  -2.0368  -0.3797
H  4.9110  -3.2594  -0.0134
H  7.2202  -2.9852  2.8497
H  7.3925  -3.4714  1.2076
H  6.1697  -4.1844  2.1416
H  2.4409  -0.5702  1.0950
H  3.1683  -1.9364  1.6915
C  -4.3934  -4.3686  0.2587
C  -4.4681  -3.0072  -0.3651
C  -5.8631  -2.3429  -0.1148
O  -6.0979  -1.3470  -1.0493
C  -7.4636  -0.9285  -1.2541
N  -3.3775  -2.3493  0.3398
H  -4.7739  -4.3874  1.2800
H  -3.3693  -4.7401  0.2932
H  -5.0480  -5.0697  -0.2590
H  -4.1878  -3.1081  -1.4136
H  -5.8477  -1.9055  0.8835
H  -6.6377  -3.1077  -0.1705
H  -8.0718  -1.7549  -1.6219
H  -7.4804  -0.1066  -1.9699
H  -7.9611  -0.6700  -0.3194
H  -3.4847  -1.3506  0.2333
H  -3.4343  -2.5663  1.3245

Atoms 1-3, force components in eV/Å:
Y 2.5 -0.3 0.8
C -1.3 -0.5 -1.5
F -0.3 0.2 -0.6

Output
- LUMO (alpha / beta) (eV) = -6.1 / -10.8
- expectation value of S² = 0.755
- Kohn-Sham gap (alpha / beta) (eV) = 7.345 / 2.701
- 2S+1 = 2
- total energy (eV) = -123541.065
- charge = +2
- largest force on an atom (hartree/bohr) = 0.1890

=====

# 2
ORCA calculation (ωB97M-V with the def2-TZVPD basis set) on 11 unconnected molecules or ions with the total composition C21H64N2O21.

CARTESIAN COORDINATES (ANGSTROEM)
N  -20.1117  -5.7549  -5.8733
C  -20.3537  -4.4999  -6.3708
N  -21.3297  -3.9717  -5.5312
O  -19.8349  -3.9723  -7.3726
H  -19.7114  -6.4426  -6.5304
H  -20.7532  -6.0560  -5.1393
H  -21.8395  -3.1860  -5.8540
H  -21.6765  -4.4593  -4.6968
O  -24.8096  -7.5727  -4.1145
C  -24.1622  -6.4762  -3.5515
C  -25.0871  -5.3745  -3.0767
O  -26.0714  -5.8603  -2.1682
H  -25.5000  -7.8047  -3.4880
H  -23.5359  -6.8088  -2.7131
H  -23.5129  -6.0876  -4.3135
H  -25.5757  -4.8829  -3.9288
H  -24.4241  -4.6574  -2.6214
H  -26.6085  -5.1298  -1.8662
O  -19.7485  -0.4359  -5.5381
C  -18.9405  -0.1237  -4.3716
C  -17.4297  -0.1404  -4.7089
O  -16.9984  -1.4302  -5.0729
H  -19.6434  -1.3767  -5.7952
H  -19.1653  0.9011  -4.1115
H  -19.1233  -0.7432  -3.5085
H  -16.9452  0.1563  -3.7734
H  -17.1875  0.5723  -5.4946
H  -16.8118  -1.5448  -6.0141
O  -22.3193  -8.4121  -5.1039
C  -21.5442  -9.3443  -4.4323
C  -20.1841  -8.7726  -4.0927
O  -20.2645  -7.8391  -3.0916
H  -23.2765  -8.4420  -4.8080
H  -21.7844  -9.7379  -3.4371
H  -21.4591  -10.2105  -5.0955
H  -19.6175  -8.3021  -4.8894
H  -19.6334  -9.6558  -3.7517
H  -20.5394  -8.2542  -2.2462
O  -22.6628  0.3107  -5.7501
C  -22.9980  0.2159  -4.3932
C  -24.2018  -0.7348  -4.2013
O  -23.7331  -2.0978  -3.9567
H  -21.7577  0.0374  -5.9491
H  -22.2153  -0.0882  -3.6942
H  -23.4441  1.1653  -4.1434
H  -24.8364  -0.6256  -5.1211
H  -24.7976  -0.3686  -3.3158
H  -24.3565  -2.5267  -3.3557
O  -20.1874  -0.4113  1.6131
C  -21.0061  0.6318  1.0889
C  -21.4185  0.2700  -0.3338
O  -20.5222  0.0795  -1.3468
H  -20.0403  -0.3106  2.5509
H  -21.9289  0.6610  1.7051
H  -20.4369  1.5404  1.1150
H  -22.0980  1.0748  -0.6971
H  -22.0527  -0.5959  -0.3227
H  -20.7530  -0.7817  -1.7666
O  -18.1367  -5.4415  -3.6608
C  -17.1917  -5.9909  -2.7627
C  -16.0999  -5.0056  -2.4592
O  -15.2882  -4.5873  -3.5772
H  -17.9438  -5.5892  -4.6109
H  -17.5894  -6.1806  -1.7565
H  -16.8330  -6.9610  -3.0907
H  -15.4792  -5.5541  -1.7115
H  -16.5171  -4.1611  -1.9412
H  -15.7255  -3.8099  -4.0035
O  -23.5846  -9.7270  0.5939
C  -23.2713  -8.7211  -0.3444
C  -21.9638  -8.0379  -0.1093
O  -20.8407  -8.8732  -0.4982
H  -24.0962  -10.4172  0.1657
H  -23.2872  -9.0798  -1.3495
H  -23.9905  -7.8921  -0.3720
H  -21.8915  -7.8536  1.0044
H  -21.9961  -7.0572  -0.6146
H  -20.8018  -9.6436  0.0705
O  -20.2100  -5.4590  1.1336
C  -19.1685  -4.5104  1.3028
C  -19.4433  -3.7098  2.5941
O  -20.7413  -3.1168  2.5384
H  -21.0372  -4.9897  1.0716
H  -18.2627  -5.1020  1.3417
H  -19.0983  -3.8635  0.4321
H  -18.6820  -2.9211  2.7881
H  -19.4907  -4.3819  3.4296
H  -20.8183  -2.7455  1.6597
O  -25.8127  -2.4269  -1.7839
C  -25.2157  -2.0790  -0.5338
C  -25.1890  -0.5953  -0.3136
O  -26.5112  -0.0774  -0.3819
H  -26.6926  -2.0752  -1.8104
H  -25.7445  -2.6508  0.2172
H  -24.1657  -2.4329  -0.5648
H  -24.5702  -0.1462  -1.0938
H  -24.6978  -0.3644  0.6459
H  -26.4350  0.8356  -0.1267
O  -21.3290  -2.2290  -2.6625
C  -21.2373  -3.3019  -1.6094
C  -20.4752  -4.4504  -2.1368
O  -21.3256  -5.4124  -2.7342
H  -22.1892  -2.3246  -3.0900
H  -20.9474  -2.7247  -0.7124
H  -22.2408  -3.6255  -1.3107
H  -19.8558  -4.9050  -1.3903
H  -19.7707  -4.0348  -2.8819
H  -20.8272  -6.2490  -2.6584

Atoms 1-3, force components in eV/Å:
N 1.3 -1.1 -1.1
C -0.8 0.0 0.0
N 0.4 0.6 -0.4

Output
- energy relative to the best compared isomer or geometry (same formula, charge and spin) (eV) = 0.5127
- LUMO (eV) = 0.1
- Kohn-Sham gap (eV) = 9.449
- 2S+1 = 1
- total energy (eV) = -68788.220
- charge = 0
- largest force on an atom (hartree/bohr) = 0.0557

=====

# 3
ORCA calculation (ωB97M-V with the def2-TZVPD basis set) on a molecular structure, C21H64O9Si2.

CARTESIAN COORDINATES (ANGSTROEM)
C  -1.4157  0.8938  3.5754
C  -1.0705  0.4638  2.1604
C  -1.8755  -0.7183  1.6189
C  -2.0261  -1.8915  2.5810
C  -0.7147  -2.5191  3.0906
Si  0.6134  -2.7280  1.8075
O  1.6267  -3.9533  2.2689
Si  3.1177  -4.1477  1.5952
H  -2.4924  0.9865  3.7285
H  -0.9753  1.8750  3.7620
H  -0.9944  0.2205  4.3247
H  -1.2619  1.3086  1.4935
H  0.0040  0.2812  2.0866
H  -1.4524  -1.0465  0.6648
H  -2.8717  -0.3428  1.3754
H  -2.6204  -2.6749  2.1078
H  -2.6076  -1.5451  3.4396
H  -0.9280  -3.5221  3.4725
H  -0.3073  -1.9639  3.9394
H  1.4139  -1.4896  1.6681
H  0.0435  -3.0813  0.4828
H  4.1454  -4.1691  2.6559
H  3.1568  -5.4368  0.8690
H  3.3882  -3.0456  0.6600
C  2.4567  1.1468  5.2330
C  2.6495  1.2840  3.7345
O  1.8811  2.3493  3.1839
H  1.4021  0.9902  5.4640
H  3.0287  0.3041  5.6241
H  2.7841  2.0498  5.7533
H  2.3062  0.3858  3.2211
H  3.7099  1.4185  3.4961
H  2.1654  3.1702  3.5954
C  -3.9080  2.7735  -2.3024
C  -2.9869  1.9845  -1.3920
O  -3.6749  0.9793  -0.6531
H  -4.7070  3.2371  -1.7236
H  -3.3591  3.5545  -2.8295
H  -4.3655  2.1209  -3.0498
H  -2.5388  2.6359  -0.6427
H  -2.1722  1.5363  -1.9715
H  -4.0750  0.3696  -1.2791
C  4.7110  -2.8576  -3.5660
C  4.0209  -2.5618  -2.2499
O  4.9286  -2.2689  -1.1919
H  5.3948  -3.7005  -3.4586
H  3.9774  -3.0938  -4.3392
H  5.2900  -1.9967  -3.9057
H  3.4486  -3.4265  -1.9102
H  3.3231  -1.7278  -2.3733
H  5.4394  -1.4944  -1.4420
C  4.9387  -0.4652  -8.1959
C  4.7297  -0.6752  -6.7088
O  5.9560  -0.6907  -5.9816
H  5.5866  -1.2426  -8.6008
H  3.9876  -0.4904  -8.7290
H  5.4088  0.5020  -8.3896
H  4.2688  -1.6435  -6.5189
H  4.0610  0.0936  -6.3058
H  6.3914  0.1568  -6.1066
C  -5.2218  1.7195  5.2909
C  -4.2140  2.7462  5.7715
O  -4.8052  4.0076  6.0603
H  -5.7390  2.0854  4.4039
H  -4.7325  0.7758  5.0456
H  -5.9702  1.5215  6.0618
H  -3.4759  2.9462  4.9951
H  -3.6780  2.3699  6.6510
H  -5.4458  3.8873  6.7664
C  0.6487  -1.2415  -3.5186
C  0.2565  -2.0709  -4.7254
O  1.2358  -3.0590  -5.0425
H  1.6067  -0.7524  -3.6972
H  -0.0989  -0.4750  -3.3089
H  0.7525  -1.8692  -2.6296
H  0.1648  -1.4396  -5.6072
H  -0.7136  -2.5530  -4.5586
H  1.3218  -3.6454  -4.2855
C  -1.5178  5.3597  6.9217
C  -0.1656  5.0326  6.3175
O  0.5546  4.0547  7.0638
H  -1.4034  5.7193  7.9448
H  -2.0316  6.1229  6.3367
H  -2.1588  4.4762  6.9436
H  0.4744  5.9141  6.3058
H  -0.2871  4.6965  5.2812
H  0.0277  3.2511  7.0838
C  -2.8752  -2.6184  -7.3526
C  -3.0479  -1.4265  -6.4304
O  -2.1216  -0.3819  -6.7229
H  -1.8590  -3.0070  -7.2805
H  -3.5736  -3.4166  -7.0978
H  -3.0547  -2.3320  -8.3915
H  -2.8550  -1.7164  -5.3983
H  -4.0711  -1.0401  -6.4857
H  -2.2806  -0.1023  -7.6284

Atoms 1-3, force components in eV/Å:
C 0.2 0.3 0.1
C 0.0 0.1 -0.3
C -0.2 0.1 0.2

Output
- LUMO (eV) = 0.5
- Kohn-Sham gap (eV) = 10.508
- 2S+1 = 1
- total energy (eV) = -56997.414
- charge = 0
- largest force on an atom (hartree/bohr) = 0.0099

=====

# 4
ORCA calculation (ωB97M-V with the def2-TZVPD basis set) on 12 unconnected molecules or ions with the total composition C21H66O12.

CARTESIAN COORDINATES (ANGSTROEM)
C  0.5980  -4.6466  -0.2256
C  -0.0008  -3.8922  -1.4190
O  0.9685  -3.0170  -2.0170
H  -0.1386  -5.3251  0.2047
H  1.0326  -4.0457  0.5733
H  1.4167  -5.2543  -0.6108
H  -0.8988  -3.3458  -1.1307
H  -0.3997  -4.6136  -2.1321
H  1.6495  -3.5317  -2.4561
C  5.0927  -1.9787  -1.0507
C  3.9096  -2.3728  -0.2047
O  4.2351  -2.5823  1.1785
H  5.8015  -2.8050  -0.9983
H  5.6085  -1.1314  -0.5988
H  4.7364  -1.6864  -2.0385
H  3.3785  -3.2457  -0.5843
H  3.2463  -1.5125  -0.2943
H  3.4678  -2.3704  1.7151
C  -0.5548  3.9115  1.0064
C  -1.2382  5.2878  1.0018
O  -2.6005  5.1068  0.8903
H  -0.9860  3.2522  1.7597
H  0.5111  3.9983  1.2172
H  -0.6637  3.3760  0.0633
H  -0.8541  5.9396  0.2172
H  -1.0177  5.7737  1.9523
H  -3.0606  5.9240  1.0951
C  -3.6678  1.6642  -0.5235
C  -4.4792  2.7741  -1.1265
O  -4.8366  3.7534  -0.1636
H  -2.6582  1.9216  -0.2032
H  -3.6218  0.8727  -1.2716
H  -4.2311  1.2610  0.3180
H  -5.4525  2.3996  -1.4435
H  -3.9322  3.2069  -1.9641
H  -4.0501  4.1721  0.1937
C  -1.1933  3.9462  -3.3794
C  -0.6495  2.5165  -3.1559
O  0.5114  2.4445  -2.4556
H  -2.0056  3.8406  -4.0983
H  -0.3768  4.5620  -3.7567
H  -1.5390  4.4144  -2.4577
H  -0.4212  1.9645  -4.0677
H  -1.4725  2.0030  -2.6589
H  0.6705  1.5264  -2.2247
C  3.7681  1.6499  -0.1804
C  2.9725  1.6213  1.1008
O  3.4682  2.6779  1.9109
H  3.5052  0.8428  -0.8642
H  4.8351  1.6236  0.0411
H  3.5822  2.6141  -0.6536
H  3.1785  0.6552  1.5615
H  1.8937  1.6948  0.9632
H  2.7782  2.9834  2.5045
C  3.6524  -1.0460  4.1440
C  2.4394  -1.9352  3.8859
O  2.0166  -2.1668  2.5585
H  3.7341  -0.8206  5.2073
H  3.6916  -0.1041  3.5970
H  4.5692  -1.4993  3.7670
H  1.5932  -1.5641  4.4641
H  2.6331  -2.9117  4.3297
H  1.2307  -2.7144  2.6229
C  -0.5113  0.4241  2.9240
C  -0.4510  0.9880  4.3244
O  -1.1116  2.2035  4.2742
H  -1.5517  0.2045  2.6844
H  -0.0630  -0.5654  3.0139
H  -0.0662  1.0378  2.1409
H  0.6186  1.0683  4.5184
H  -0.8597  0.2979  5.0626
H  -0.9456  2.5990  5.1331
C  -3.9461  -2.2549  -1.4011
C  -3.0539  -1.7552  -2.5067
O  -3.7000  -0.6527  -3.1727
H  -4.2881  -1.4621  -0.7357
H  -3.5093  -2.9660  -0.7000
H  -4.8510  -2.6465  -1.8658
H  -2.6437  -2.5267  -3.1582
H  -2.1008  -1.3552  -2.1608
H  -3.0402  -0.3778  -3.8135
C  0.1537  -0.3327  -0.2974
O  0.6413  -0.3376  -1.5853
H  -0.8376  -0.7813  -0.2334
H  0.9101  -0.8578  0.2858
H  0.0429  0.7116  -0.0054
H  0.8592  -1.2608  -1.7330
C  -0.4957  -1.0458  -4.9166
O  -1.4918  -0.0521  -4.7945
H  -0.5421  -1.5304  -5.8918
H  0.5376  -0.7773  -4.6971
H  -0.6797  -1.8220  -4.1738
H  -1.5063  0.5041  -5.5769
C  -1.3353  -3.2861  2.3003
O  -0.2370  -3.6175  3.0991
H  -1.7636  -4.1976  1.8833
H  -2.0507  -2.7217  2.8985
H  -0.9963  -2.6726  1.4655
H  -0.5098  -4.2405  3.7767

Atoms 1-3, force components in eV/Å:
C 0.1 -0.2 -0.5
C 0.1 -0.6 0.8
O -0.8 0.2 0.0

Output
- energy relative to the best compared isomer or geometry (same formula, charge and spin) (eV) = 0.6997
- LUMO (alpha / beta) (eV) = -2.6 / -9.0
- expectation value of S² = 0.754
- Kohn-Sham gap (alpha / beta) (eV) = 9.067 / 2.666
- 2S+1 = 2
- total energy (eV) = -47404.291
- charge = +1
- largest force on an atom (hartree/bohr) = 0.0672